No. 1
{
  "formula": "C5H7NO",
  "method": "ωB97M-V/def2-TZVPD",
  "homo_ev": -8.97,
  "orbital_gap_ev": 9.87,
  "smiles": "N=C=CC1COC1",
  "charge": 0,
  "e_lumo_ev": 0.90,
  "symbols": ["N", "C", "C", "C", "C", "O", "C", "H", "H", "H", "H", "H", "H", "H"],
  "coordinates": [[2.24497, -1.22355, 0.82872], [1.05140, -0.95684, 0.70217], [-0.20432, -0.57811, 0.63714], [-0.71150, 0.45065, -0.33726], [0.33241, 1.24367, -1.14338], [-0.10081, 0.66730, -2.38222], [-1.14958, -0.05826, -1.72952], [2.57359, -1.97861, 0.22603], [-0.91222, -1.07913, 1.29224], [-1.46066, 1.07981, 0.15257], [0.19674, 2.33202, -1.12784], [1.38218, 1.01201, -0.92254], [-2.14215, 0.27207, -2.06142], [-1.05554, -1.14135, -1.87543]]
}

***

No. 2
{
  "formula": "C5H7NO",
  "method": "ωB97M-V/def2-TZVPD",
  "homo_ev": -8.03,
  "orbital_gap_ev": 8.22,
  "smiles": "C1=CN=COC=C1.[H][H]",
  "charge": 0,
  "e_lumo_ev": 0.18,
  "symbols": ["C", "C", "N", "C", "O", "C", "C", "H", "H", "H", "H", "H", "H", "H"],
  "coordinates": [[-0.22961, 1.34125, -0.28087], [-1.41410, 0.71630, -0.15381], [-1.65846, -0.50044, 0.47939], [-0.82571, -1.37551, 0.86543], [0.47579, -1.55111, 0.57936], [0.99839, -0.85630, -0.51787], [0.69092, 0.37906, -0.88319], [-0.18331, 2.38895, -0.56767], [-2.29236, 1.14923, -0.60575], [-1.16411, -2.16248, 1.54190], [1.69382, -1.46536, -1.06993], [0.95260, 0.66499, -1.89765], [1.26452, 0.94825, 1.34840], [1.79824, 0.43318, 1.26766]]
}

***

No. 3
{
  "formula": "C5H7NO",
  "method": "ωB97M-V/def2-TZVPD",
  "homo_ev": [-6.90, -6.79],
  "orbital_gap_ev": [6.04, 5.76],
  "charge": 0,
  "e_lumo_ev": [-0.86, -1.04],
  "symbols": ["C", "C", "C", "C", "O", "C", "N", "H", "H", "H", "H", "H", "H", "H"],
  "coordinates": [[-1.30334, -1.41738, 0.15634], [-0.60042, -0.12890, -0.18614], [0.81030, -0.14967, -0.61746], [1.73562, 0.75269, 0.10798], [1.30314, 1.54604, 1.00154], [-1.20935, 1.11675, -0.06464], [-1.57504, 2.21818, 0.13413], [-2.34064, -1.21272, 0.42887], [-0.85557, -1.95562, 1.00720], [-1.33238, -2.12160, -0.68736], [0.32445, 1.36666, 1.11661], [1.24573, -1.15786, -0.58868], [1.01941, 0.20719, -1.65559], [2.77809, 0.93624, -0.15282]]
}

***

No. 4
{
  "formula": "C5H7NO",
  "method": "ωB97M-V/def2-TZVPD",
  "homo_ev": -9.06,
  "orbital_gap_ev": 9.96,
  "smiles": "CC=C=NC(C)=O",
  "charge": 0,
  "e_lumo_ev": 0.90,
  "symbols": ["C", "C", "C", "N", "C", "C", "O", "H", "H", "H", "H", "H", "H", "H"],
  "coordinates": [[2.45057, 0.03351, -0.49846], [1.09875, 0.02384, -1.17050], [0.14459, -0.72236, -0.68498], [-0.73704, -1.32523, -0.06640], [-1.20243, -0.47337, 1.00416], [-2.35424, 0.41351, 0.61010], [-0.65063, -0.48182, 2.07079], [2.39300, -0.49005, 0.46187], [3.23163, -0.43931, -1.10433], [2.74466, 1.07027, -0.30529], [0.87129, 0.69200, -1.99744], [-2.40416, 1.25142, 1.30831], [-3.30012, -0.13791, 0.63175], [-2.20483, 0.76809, -0.41547]]
}

***

No. 5
{
  "formula": "C5H7NO",
  "method": "ωB97M-V/def2-TZVPD",
  "homo_ev": -10.46,
  "orbital_gap_ev": 10.96,
  "smiles": "C[C@H](C#N)CC=O",
  "charge": 0,
  "e_lumo_ev": 0.50,
  "symbols": ["C", "C", "C", "N", "C", "C", "O", "H", "H", "H", "H", "H", "H", "H"],
  "coordinates": [[1.04597, 1.07620, 0.35665], [0.57333, -0.31109, -0.09975], [1.34868, -0.75016, -1.26914], [1.95203, -1.08968, -2.19598], [-0.93361, -0.34716, -0.42858], [-1.75176, -0.32925, 0.84378], [-1.67668, -1.21118, 1.66483], [2.11990, 1.07347, 0.56274], [0.52321, 1.37728, 1.27074], [0.85066, 1.82416, -0.41871], [0.75389, -1.04028, 0.69970], [-1.20210, 0.49761, -1.07500], [-1.17333, -1.29612, -0.92291], [-2.43018, 0.52619, 1.01164]]
}

***

No. 6
{
  "formula": "C5H7NO",
  "method": "ωB97M-V/def2-TZVPD",
  "homo_ev": -9.79,
  "orbital_gap_ev": 10.66,
  "smiles": "C/C=C\\CN=C=O",
  "charge": 0,
  "e_lumo_ev": 0.87,
  "symbols": ["C", "C", "C", "C", "N", "C", "O", "H", "H", "H", "H", "H", "H", "H"],
  "coordinates": [[1.38763, -0.33094, 0.84776], [0.53162, -1.21172, -0.01467], [-0.72486, -0.97298, -0.38980], [-1.52842, 0.24661, 0.00835], [-1.07845, 1.48668, -0.59278], [-0.04704, 1.93647, -1.02087], [0.89630, 2.48458, -1.46229], [1.79596, -0.89453, 1.69436], [2.24109, 0.05188, 0.27475], [0.84044, 0.52970, 1.24438], [1.00474, -2.12552, -0.37366], [-1.22738, -1.69176, -1.03359], [-1.51747, 0.37897, 1.09705], [-2.57415, 0.11256, -0.27899]]
}

***

Total energy in eV, matching the order above: -8833.4704, -8831.7187, -8832.4269, -8834.5993, -8835.3841, -8835.4016
Energy above the lowest of the compared OMol25 structures with the same formula, charge and spin in kcal/mol, matching the order above: 63.0, 103.4, 87.1, 37.0, 18.9, 18.5